(1)
# C13H11BN5O5Pt

A structure of composition C13H11BN5O5Pt (ωB97M-V/def2-TZVPD, the Open Molecules 2025 dataset).

```
! RIJCOSX wB97M-V def2-TZVPD def2/J DEFGRID3
* xyz -1 1
Pt 0.07769 0.34883 -0.17749
O 1.19613 -6.35035 1.01389
C 0.94286 -5.03159 0.75936
C -0.07307 -4.64265 -0.11614
C -0.24535 -3.28134 -0.30367
N 0.50797 -2.41202 0.31003
C 1.45950 -2.75689 1.13630
C 1.73601 -4.08516 1.41109
C 2.10590 -1.49469 1.67125
O 3.02600 -1.55093 2.47869
O 1.59728 -0.41230 1.20296
C -1.24789 -2.53651 -1.16202
O -2.07539 -3.14951 -1.82912
O -1.13223 -1.26174 -1.10245
H 0.57895 -6.88387 0.50313
H -0.70803 -5.35312 -0.63215
H 2.52215 -4.36989 2.09533
B -0.81889 3.79254 -0.47934
N -1.56516 2.65381 -1.22306
C -2.59248 2.96013 -2.01877
C -3.09707 1.79871 -2.56975
C -2.29943 0.79247 -2.04538
N -1.37566 1.32226 -1.23500
N 0.35847 3.29683 0.40193
C 1.07889 4.18971 1.08425
C 2.06253 3.52802 1.79151
C 1.87313 2.18968 1.48046
N 0.84061 2.06139 0.63630
H -0.37291 4.55429 -1.30864
H -1.61403 4.35822 0.23812
H -2.88404 3.99066 -2.12872
H -3.92102 1.68479 -3.25060
H -2.33204 -0.26987 -2.19889
H 0.82932 5.23444 1.01047
H 2.81185 3.94250 2.44124
H 2.41038 1.32127 1.80819
*
```

Summary:
- energy relative to the best compared isomer or geometry (same formula, charge and spin) (kJ/mol) = 64.2
- E (Ha) = -1296.2948
- HOMO level (eV) = -5.8
- F_max (eV Å⁻¹) = 1.04

Atomic partial charges in e from the natural (NBO) method, atoms 1 to 4: 1.004, -0.670, 0.320, -0.314



(2)
# C18H28BiN3O8P2

A structure of composition C18H28BiN3O8P2 (ωB97M-V/def2-TZVPD, the Open Molecules 2025 dataset).

```
! RIJCOSX wB97M-V def2-TZVPD def2/J DEFGRID3
* xyz 0 1
C -0.85523 1.16606 -5.08287
C -0.88313 0.63516 -3.80417
N -0.05880 1.16667 -2.89742
C 0.79895 2.16795 -3.11075
C 0.86435 2.70474 -4.38476
C 0.02869 2.20234 -5.38240
C -1.75052 -0.54501 -3.41592
P -2.19510 -0.66203 -1.63521
Bi -0.03764 0.17938 -0.80552
P 2.03914 1.50281 -0.62049
C 1.59188 2.71355 -1.93187
O -0.58579 -3.45809 -3.80687
O 0.56242 -3.51130 -1.34629
H -1.52246 0.75349 -5.82843
H 1.55986 3.51287 -4.57545
H 0.06523 2.61795 -6.38862
C -3.54296 0.42430 -1.29172
C -2.61289 -2.31392 -1.23212
H 2.51424 3.20258 -2.28019
H 0.97957 3.47774 -1.42235
H -1.22763 -1.51036 -3.64478
H -2.68659 -0.53546 -4.00060
C 2.25280 2.36380 0.90004
C 3.51107 0.65267 -1.07602
H 0.68885 -2.53183 -1.35483
H 0.29613 -3.68998 -0.43043
H -0.23484 -3.64657 -2.89887
H 0.21877 -3.35211 -4.33877
H -0.85406 1.57214 -0.11078
H 0.84955 -1.11263 -1.54928
H -4.41553 0.04072 -1.84093
H -3.76729 0.42994 -0.21460
H -3.32928 1.45328 -1.60502
H -3.47694 -2.59414 -1.85423
H -1.77721 -2.99902 -1.42619
H -2.88490 -2.37268 -0.17048
H 4.32139 1.39622 -1.10023
H 3.74838 -0.12219 -0.33258
H 3.41001 0.17415 -2.05681
H 3.12274 3.02867 0.77863
H 1.36371 2.95127 1.16304
H 2.44900 1.64814 1.70916
O 1.36206 -2.04034 1.63110
C 0.53119 -1.17060 2.01314
O -0.14452 -0.38914 1.26988
C 0.24935 -0.89263 3.46998
C -0.54581 0.21250 3.81733
C -0.72990 0.55779 5.17499
C -0.12799 -0.19394 6.18368
C 0.65945 -1.29504 5.83154
C 0.85888 -1.64568 4.47720
N 1.30115 -2.08909 6.89355
O 1.10278 -1.73541 8.08175
O 2.00394 -3.06582 6.54991
N -1.54226 1.73901 5.51282
O -2.05569 2.38997 4.57245
O -1.66418 2.02877 6.72817
H -1.01497 0.82236 3.05536
H -0.26846 0.07938 7.21780
H 1.48707 -2.49333 4.21738
*
```

Summary:
- energy relative to the best compared isomer or geometry (same formula, charge and spin) (kJ/mol) = 0.0
- E (Ha) = -2365.7692
- HOMO level (eV) = -4.3
- F_max (eV Å⁻¹) = 4.49

Atomic partial charges in e from the natural (NBO) method, atoms 1 to 4: -0.241, 0.270, -0.516, 0.244



(3)
# C43H42B2F2N10ReSi

A structure of composition C43H42B2F2N10ReSi (ωB97M-V/def2-TZVPD, the Open Molecules 2025 dataset).

```
! RIJCOSX wB97M-V def2-TZVPD def2/J DEFGRID3
* xyz 0 2
Re 0.01762 0.46541 -0.15044
C 1.12739 -3.03480 -4.47682
C 0.35758 -2.47212 -3.32412
C -0.95848 -2.69530 -2.96573
C -1.16934 -1.91068 -1.83314
N -0.04638 -1.25795 -1.51295
N 0.88917 -1.61863 -2.43406
B 2.35685 -1.26471 -2.28378
N 0.14787 1.25135 -2.97262
N -0.36531 1.70651 -1.76840
C -1.10715 2.84836 -2.01465
C -1.04787 3.10743 -3.35413
C -0.25752 2.07507 -3.90657
C 0.11387 1.84578 -5.33949
C -1.82247 3.70852 -1.03802
C -2.98219 3.28826 -0.39518
C -3.69675 4.15072 0.42656
C -3.26655 5.45861 0.60493
C -2.12616 5.89902 -0.05277
C -1.41195 5.03073 -0.86785
N 2.96698 -1.93564 -1.02477
N 2.84592 -1.17093 0.08568
C 3.57447 -1.72380 1.06560
C 4.15252 -2.88775 0.56109
C 3.74549 -2.98604 -0.76249
C 4.03889 -4.02201 -1.79661
C 3.71807 -1.14757 2.41864
C 4.98192 -0.75778 2.85426
C 5.15138 -0.26946 4.13948
C 4.06635 -0.19512 5.00434
C 2.80865 -0.59889 4.57889
C 2.63106 -1.06035 3.28128
C -2.40043 -1.77461 -1.02999
C -3.09157 -0.56692 -0.99730
C -4.23092 -0.43738 -0.21151
C -4.68354 -1.51197 0.54110
C -4.00384 -2.72268 0.49676
C -2.86976 -2.85708 -0.29145
H 0.44168 -3.54355 -5.15079
H 1.87995 -3.75575 -4.15060
H 1.63792 -2.24649 -5.02950
H -1.67918 -3.31857 -3.47164
H 2.99148 -1.45334 -3.27773
H -1.52263 3.93194 -3.86595
H 0.03481 2.76806 -5.91562
H -0.54416 1.10531 -5.79986
H 1.13790 1.47694 -5.41237
H -3.34169 2.28209 -0.56107
H -4.59425 3.80246 0.92482
H -3.82273 6.13266 1.24526
H -1.78705 6.91993 0.07329
H -0.52685 5.37675 -1.38839
H 4.78589 -3.57363 1.10190
H 4.82019 -4.69103 -1.44354
H 4.36523 -3.56023 -2.73076
H 3.14806 -4.61885 -2.00837
H 5.82771 -0.82652 2.17909
H 6.13301 0.04710 4.46853
H 4.20513 0.16453 6.01619
H 1.96379 -0.57941 5.25604
H 1.65571 -1.39387 2.95050
H -2.75072 0.25236 -1.62348
H -4.77012 0.50149 -0.18570
H -5.55749 -1.40518 1.17105
H -4.34634 -3.55425 1.09890
H -2.32343 -3.79356 -0.31221
F 2.48011 0.16478 -1.81691
B 2.18602 0.24088 -0.18070
F 3.02240 1.19889 0.29440
C 0.03839 4.55457 2.21099
Si 1.15669 3.26943 1.45324
C 2.60742 3.03134 2.61315
C 1.74162 3.86885 -0.21562
N 0.11291 1.80816 1.29563
C -0.74607 1.60678 2.44050
C -0.20488 1.52692 3.72362
C -1.02074 1.29784 4.82467
C -2.39268 1.15722 4.67067
C -2.93968 1.23551 3.39659
C -2.12189 1.45407 2.29745
H 0.43532 5.56191 2.03353
H -0.04887 4.40813 3.29176
H -0.96750 4.50434 1.78194
H 3.50436 3.46370 2.15762
H 2.82454 1.97967 2.81769
H 2.42586 3.54000 3.56632
H 2.81171 4.09289 -0.16847
H 1.21396 4.78539 -0.49981
H 1.59002 3.13615 -1.01034
H 0.86675 1.61436 3.85464
H -0.57425 1.21808 5.80905
H -3.02738 0.97007 5.52842
H -4.00745 1.11102 3.25628
H -2.54545 1.50586 1.30540
N -0.33880 -0.92785 1.26228
C -0.91692 -1.44178 2.13641
C -1.49964 -2.07703 3.20665
C -2.90032 -2.35309 3.24402
N -4.03214 -2.57833 3.27789
C -0.67925 -2.34974 4.34746
N -0.01423 -2.57408 5.26474
*
```

Summary:
- energy relative to the best compared isomer or geometry (same formula, charge and spin) (kJ/mol) = 96.4
- E (Ha) = -2828.7847
- HOMO level (spin up / spin down) (eV) = -7.8 / -7.6
- F_max (eV Å⁻¹) = 1.52

Atomic partial charges in e from the Löwdin method, atoms 1 to 4: 1.483, -0.009, -0.248, 0.055



(4)
# C2H9ClN2Si2

An isolated molecule of C2H9ClN2Si2 (ωB97M-V/def2-TZVPD, the Open Molecules 2025 dataset).

```
! RIJCOSX wB97M-V def2-TZVPD def2/J DEFGRID3
* xyz 0 1
C -1.54770 -2.06915 -0.58032
C -1.37254 0.31175 1.10488
N 2.09951 0.01895 -0.19197
N 1.02066 -0.59992 -0.83856
Si 2.12739 1.87032 -0.23978
Si -0.39816 -0.74412 -0.03965
Cl 0.01965 2.50471 -0.98142
H -1.07711 -2.61223 -1.37243
H -1.65983 -2.87834 0.14548
H -2.57492 -1.68485 -0.85067
H -0.91934 0.91150 1.82926
H -1.96283 0.93343 0.46652
H -2.17102 -0.27107 1.63954
H 2.82624 -0.46282 -0.24181
H 2.41075 1.98035 1.09603
H 3.17923 2.79147 -0.94511
*
```

Summary:
- SMILES = C[Si](C)=NN[SiH2]Cl
- energy relative to the best compared isomer or geometry (same formula, charge and spin) (kJ/mol) = 238.1
- E (Ha) = -1230.2166
- HOMO level (eV) = -7.5
- F_max (eV Å⁻¹) = 11.59

Atomic partial charges in e from the natural (NBO) method, atoms 1 to 4: -1.182, -1.184, -0.826, -0.936



(5)
# C3H12NO

A cluster of 2 separate species, C3H12NO in total (ωB97M-V/def2-TZVPD, the Open Molecules 2025 dataset).

```
! RIJCOSX wB97M-V def2-TZVPD def2/J DEFGRID3
* xyz 1 1
C 1.17456 -1.78213 -0.09867
C -0.01853 -1.17377 0.61336
N -0.11430 0.35621 0.41550
C -1.25570 0.92648 1.18870
H 2.11709 -1.46805 0.35293
H 1.02358 -2.85390 -0.05374
H 1.22594 -1.47781 -1.14535
H -0.98815 -1.55882 0.29812
H 0.04849 -1.36757 1.66575
H -0.11762 0.79072 -0.51199
H 0.89110 0.40429 0.60160
H -2.13469 0.29978 1.07246
H -1.52171 1.90555 0.80842
H -0.92418 0.90817 2.22521
H 0.96132 1.83698 -2.33513
H -0.40462 2.23668 -2.95375
O 0.03743 2.01719 -2.14341
*
```

Summary:
- energy relative to the best compared isomer or geometry (same formula, charge and spin) (kJ/mol) = 105.8
- E (Ha) = -251.2301
- HOMO level (eV) = -16.1
- F_max (eV Å⁻¹) = 2.49

Atomic partial charges in e from the natural (NBO) method, atoms 1 to 4: -0.648, -0.207, -0.543, -0.413



(6)
# C4H6NO3

The ion C4H6NO3 with charge -2 (ωB97M-V/def2-TZVPD, the Open Molecules 2025 dataset).

```
! RIJCOSX wB97M-V def2-TZVPD def2/J DEFGRID3
* xyz -2 2
O -0.17176 -1.16206 2.25990
C -0.73470 -0.25539 1.60444
O -1.96723 -0.00387 1.54142
C 0.14530 0.47974 0.49139
C 0.13850 -0.36368 -0.80359
C 1.37691 -1.16377 -1.14985
O 1.46268 -1.87230 -2.21430
N -0.53588 1.77969 0.12101
H 1.17813 0.56464 0.81129
H 0.00877 0.33076 -1.67034
H -0.83623 -0.88801 -0.88620
H 2.28255 -1.04540 -0.52593
H -1.06691 2.04543 0.94699
H -1.28011 1.55421 -0.52626
*
```

Summary:
- energy relative to the best compared isomer or geometry (same formula, charge and spin) (kJ/mol) = 22.7
- E (Ha) = -436.3924
- HOMO level (spin up / spin down) (eV) = 3.9 / 0.1
- F_max (eV Å⁻¹) = 1.91

Atomic partial charges in e from the natural (NBO) method, atoms 1 to 4: -0.794, 0.745, -0.834, -0.168